#one
A 2-piece molecular cluster, C4H15N3O overall. Source: OMol25; level of theory: ωB97M-V with the def2-TZVPD basis set.

Geometry as ORCA input:
```
! RIJCOSX wB97M-V def2-TZVPD def2/J DEFGRID3
* xyz 0 1
C -2.494 1.529 -0.195
C -1.057 1.046 -0.013
N -0.362 1.614 1.147
N -1.048 -0.402 0.054
H -2.525 2.610 -0.326
H -3.094 1.269 0.680
H -2.932 1.060 -1.072
H -0.464 1.336 -0.890
H -0.891 1.447 2.000
H -0.239 2.616 1.046
H -1.838 -0.747 0.588
H -0.179 -0.747 0.532
N 0.801 -1.286 -1.780
C 1.681 -1.894 -0.847
C 1.931 -1.143 0.638
O 2.192 0.242 0.552
H 1.191 -0.396 -2.075
H -0.143 -1.041 -1.295
H 1.328 -2.895 -0.594
H 2.682 -1.959 -1.281
H 1.220 -1.400 1.437
H 2.865 -1.604 0.975
H 1.374 0.742 0.720
*
```

## Properties
SMILES string: CC(N)N.NCCO
HOMO-LUMO gap: 8.99 eV
Lowest unoccupied orbital energy: 0.77 eV


#two
A 2-piece molecular cluster, C4H15N3O overall. Source: OMol25; level of theory: ωB97M-V with the def2-TZVPD basis set.

Geometry as ORCA input:
```
! RIJCOSX wB97M-V def2-TZVPD def2/J DEFGRID3
* xyz 0 1
C -0.716 -1.577 0.342
C -1.453 -0.246 0.454
N -1.641 0.069 1.864
C -0.766 0.939 -0.313
N -0.511 0.632 -1.702
C 0.889 0.861 -2.166
N 1.947 0.372 -1.321
H -1.419 -2.354 0.655
H -0.338 -1.854 -0.643
H 0.110 -1.461 1.049
H -2.415 -0.252 -0.072
H -0.797 0.354 2.322
H -2.260 -0.477 2.438
H -1.505 1.749 -0.249
H 0.118 1.205 0.272
H -0.842 -0.282 -1.978
H 0.883 1.953 -2.238
H 1.007 0.490 -3.183
H 1.717 0.325 -0.356
H 2.509 -0.301 -1.796
O 2.043 -0.046 2.558
H 2.352 -0.182 1.676
H 1.089 0.083 2.388
*
```

## Properties
SMILES string: C[C@@H](N)CNCN.O
HOMO-LUMO gap: 9.68 eV
Lowest unoccupied orbital energy: 0.82 eV


Energies relative to the most stable structure are #one 0.000; #two 0.318, reported in eV.


#one
A 2-piece molecular cluster, C4H8O2 overall. Source: OMol25; level of theory: ωB97M-V with the def2-TZVPD basis set.

Geometry as ORCA input:
```
! RIJCOSX wB97M-V def2-TZVPD def2/J DEFGRID3
* xyz -1 2
C 1.765 -1.904 1.359
C 1.476 -0.534 1.316
C 0.296 -0.044 0.649
C -0.012 1.280 0.526
O -1.182 1.650 -0.205
H 2.703 -2.323 1.687
H 0.879 -2.533 1.351
H 2.160 0.218 1.700
H -0.320 -0.846 0.254
H 0.273 2.036 1.239
H -1.368 0.860 -0.758
H -1.175 0.165 -3.297
H -1.605 -1.171 -2.874
O -1.625 -0.270 -2.590
*
```

## Properties
HOMO-LUMO gap (spin up / spin down): 2.79 / 5.60 eV
Lowest unoccupied orbital energy (spin up / spin down): 3.53 / 3.39 eV


#two
A 2-piece molecular cluster, C4H8O2 overall. Source: OMol25; level of theory: ωB97M-V with the def2-TZVPD basis set.

Geometry as ORCA input:
```
! RIJCOSX wB97M-V def2-TZVPD def2/J DEFGRID3
* xyz -1 2
C -2.015 -0.568 -1.091
C -0.653 -0.513 -0.934
O 0.122 -0.807 -2.081
C 0.095 -0.387 0.264
C 1.401 -0.838 0.484
H -2.451 -0.601 -2.077
H -2.707 -0.595 -0.255
H 0.655 -0.038 -2.293
H -0.519 -0.076 1.114
H 1.979 -1.360 -0.264
H 1.818 -0.745 1.485
H 1.386 1.928 2.294
H 0.132 2.043 1.413
O 0.757 2.557 1.942
*
```

## Properties
HOMO-LUMO gap (spin up / spin down): 4.32 / 7.11 eV
Lowest unoccupied orbital energy (spin up / spin down): 4.25 / 4.18 eV


Energies relative to the most stable structure are #one 0.924; #two 0.000, reported in eV.


#one
One molecule with the formula C3H8N4O2. Source: OMol25; level of theory: ωB97M-V with the def2-TZVPD basis set.

Geometry as ORCA input:
```
! RIJCOSX wB97M-V def2-TZVPD def2/J DEFGRID3
* xyz 0 1
C -0.970 1.698 0.846
C -1.862 0.709 0.073
C 0.212 0.124 -1.199
N 1.324 0.003 0.770
N 1.053 0.650 -0.247
N 1.680 -1.170 0.891
N -1.117 -0.289 -0.738
O 1.861 -2.019 -0.343
O 2.217 -1.617 1.896
H -0.625 2.559 0.347
H -0.789 1.514 1.867
H -2.481 0.206 0.814
H -2.687 1.167 -0.594
H 0.263 0.884 -2.056
H 0.634 -0.815 -1.736
H -1.385 -1.113 -0.297
H 2.670 -2.492 -0.293
*
```

## Properties
HOMO-LUMO gap (spin up / spin down): 7.02 / 8.87 eV
Lowest unoccupied orbital energy (spin up / spin down): -1.23 / 0.06 eV


#two
C3H8N4O2 as an isolated structure. Source: OMol25; level of theory: ωB97M-V with the def2-TZVPD basis set.

Geometry as ORCA input:
```
! RIJCOSX wB97M-V def2-TZVPD def2/J DEFGRID3
* xyz 0 1
C -2.122 -1.476 0.073
C -0.105 0.314 0.260
C 1.050 0.970 0.255
H -2.833 -2.384 0.112
H -2.493 -0.686 -0.562
H -1.983 -0.713 0.957
H -1.310 1.619 1.546
H -2.299 1.940 -1.105
H 1.217 2.018 0.390
H 3.461 0.770 0.726
H 1.681 -1.450 0.426
N -0.840 -1.899 -0.225
N 0.087 -1.113 0.044
N -1.272 1.073 0.427
N 2.289 0.454 -0.016
O -1.298 2.135 -0.589
O 2.520 -0.831 -0.364
*
```

## Properties
HOMO-LUMO gap: 7.91 eV
Lowest unoccupied orbital energy: -0.13 eV


Energies relative to the most stable structure are #one 0.000; #two 1.644, reported in eV.


#one
A 2-piece molecular cluster, C4H7ClO overall. Source: OMol25; level of theory: ωB97M-V with the def2-TZVPD basis set.

Geometry as ORCA input:
```
! RIJCOSX wB97M-V def2-TZVPD def2/J DEFGRID3
* xyz 0 1
C 0.872 1.764 0.535
C 0.538 0.570 0.116
C 0.594 -1.785 0.213
C -1.346 0.509 -0.801
O 1.237 -0.544 0.006
Cl -2.455 -0.148 0.378
H 1.826 1.950 1.006
H 0.212 2.601 0.424
H 0.124 -1.833 1.203
H 1.378 -2.539 0.135
H -0.168 -1.966 -0.552
H -1.261 -0.127 -1.667
H -1.552 1.548 -0.997
*
```

## Properties
HOMO-LUMO gap: 9.97 eV
Lowest unoccupied orbital energy: 0.89 eV


#two
A 2-piece molecular cluster, C4H7ClO overall. Source: OMol25; level of theory: ωB97M-V with the def2-TZVPD basis set.

Geometry as ORCA input:
```
! RIJCOSX wB97M-V def2-TZVPD def2/J DEFGRID3
* xyz 0 1
C 0.433 1.041 1.742
C 1.030 1.139 0.346
O 1.824 0.486 -0.241
Cl 0.317 2.608 -0.377
H 0.655 1.964 2.251
H 1.102 0.324 2.411
H -0.586 0.736 1.570
C -0.236 -0.932 -1.036
C -0.761 -0.289 -2.018
H -0.790 -1.106 -0.084
H 0.674 -1.420 -1.020
H -0.401 -0.417 -3.007
H -1.557 0.304 -1.740
*
```

## Properties
SMILES string: CC(=O)Cl.C=C
HOMO-LUMO gap: 10.75 eV
Lowest unoccupied orbital energy: 0.82 eV


Energies relative to the most stable structure are #one 1.329; #two 0.000, reported in eV.


#one
An isolated ion of composition C5H10NO and charge +1. Source: OMol25; level of theory: ωB97M-V with the def2-TZVPD basis set.

Geometry as ORCA input:
```
! RIJCOSX wB97M-V def2-TZVPD def2/J DEFGRID3
* xyz 1 1
C -2.545 0.548 0.118
C -1.076 0.275 0.202
C -0.063 0.886 0.830
N 0.922 -0.151 0.556
C 2.207 0.287 -0.006
C -0.249 -0.879 -0.268
O -0.434 -2.246 0.071
H -3.083 -0.039 0.793
H -3.104 0.231 -0.737
H -2.681 1.615 0.299
H 0.094 1.973 1.207
H 1.095 -0.872 1.232
H 2.288 1.382 -0.086
H 2.915 0.121 0.799
H 2.496 -0.343 -0.828
H 0.090 -0.785 -1.311
H 0.146 -2.773 -0.470
*
```

## Properties
SMILES string: CC1=C[N@H+](C)[C@H]1O
HOMO-LUMO gap: 11.39 eV
Lowest unoccupied orbital energy: -3.47 eV


#two
A 2-piece molecular cluster, C5H10NO overall. Source: OMol25; level of theory: ωB97M-V with the def2-TZVPD basis set.

Geometry as ORCA input:
```
! RIJCOSX wB97M-V def2-TZVPD def2/J DEFGRID3
* xyz 1 1
O 1.251 0.157 1.996
C 0.145 0.548 2.238
C -0.683 1.456 1.166
C -0.717 0.817 -0.294
C 0.158 -0.342 -0.563
C -0.415 -1.528 -1.132
N 1.531 -0.182 -0.689
H -0.124 0.482 3.300
H -0.018 2.330 1.231
H -1.679 1.532 1.617
H -1.811 0.652 -0.468
H -0.570 1.510 -1.104
H -0.675 -2.381 -0.575
H -0.541 -1.512 -2.241
H 0.326 -3.145 -2.949
H 2.043 0.323 0.039
H 1.778 -0.717 -1.572
*
```

## Properties
HOMO-LUMO gap: 6.36 eV
Lowest unoccupied orbital energy: -6.66 eV


#three
An isolated ion of composition C5H10NO and charge +1. Source: OMol25; level of theory: ωB97M-V with the def2-TZVPD basis set.

Geometry as ORCA input:
```
! RIJCOSX wB97M-V def2-TZVPD def2/J DEFGRID3
* xyz 1 1
N -1.971 -0.576 0.872
C -1.786 0.200 -0.396
C -0.750 0.085 -1.260
C 0.417 1.022 -0.970
C 1.684 0.216 -0.725
C 1.724 -0.250 0.686
O 0.793 -0.436 1.445
H -2.320 -1.524 0.668
H -2.561 -0.136 1.574
H -0.983 -0.728 1.242
H -2.378 1.114 -0.217
H -0.623 -0.644 -2.061
H 0.058 1.703 -0.184
H 0.566 1.736 -1.784
H 2.594 0.705 -1.075
H 1.580 -0.745 -1.268
H 2.744 -0.396 1.070
*
```

## Properties
SMILES string: [NH3+]/C=C/CCC=O
HOMO-LUMO gap: 7.66 eV
Lowest unoccupied orbital energy: -5.17 eV


Energies relative to the most stable structure are #one 0.000; #two 5.957; #three 1.554, reported in eV.


#one
One molecule with the formula C8H16NOP. Source: OMol25; level of theory: ωB97M-V with the def2-TZVPD basis set.

Geometry as ORCA input:
```
! RIJCOSX wB97M-V def2-TZVPD def2/J DEFGRID3
* xyz 0 1
H -0.768 3.317 0.844
P 0.393 2.704 0.394
C -0.156 1.214 -0.106
O -1.259 0.559 -0.349
C -2.450 1.192 -0.371
C -2.844 1.471 -1.815
N 1.337 0.290 -0.537
C 2.259 0.236 0.612
C 1.717 -0.700 1.701
C 1.350 -2.135 1.211
C 0.472 -2.080 0.027
C 0.916 -1.024 -1.030
H -3.283 0.413 0.043
H -2.379 2.151 0.226
H -3.890 1.774 -1.773
H -1.973 2.155 -2.037
H -2.830 0.563 -2.381
H 2.674 1.165 1.051
H 3.088 -0.270 0.130
H 0.671 -0.207 2.035
H 2.289 -0.571 2.671
H 2.282 -2.616 1.026
H 0.847 -2.633 2.095
H 0.366 -3.054 -0.497
H -0.592 -1.688 0.310
H 1.626 -1.404 -1.826
H 0.136 -0.820 -1.654
*
```

## Properties
SMILES string: [H]/P=C(\OCC)N1CCCCC1
HOMO-LUMO gap: 8.88 eV
Lowest unoccupied orbital energy: 0.87 eV


#two
A 2-piece molecular cluster, C8H16NOP overall. Source: OMol25; level of theory: ωB97M-V with the def2-TZVPD basis set.

Geometry as ORCA input:
```
! RIJCOSX wB97M-V def2-TZVPD def2/J DEFGRID3
* xyz 0 1
C -0.458 -0.607 2.578
C 0.543 0.400 2.234
C 2.041 -0.075 2.438
C 0.425 0.850 0.837
C 0.424 1.176 -0.326
N 0.463 1.510 -1.628
C 1.592 2.322 -2.078
C 0.128 0.404 -2.427
H -0.918 -0.572 3.573
H -0.133 -1.728 2.482
H -1.342 -0.441 1.971
H 0.406 1.283 2.814
H 2.291 -0.967 1.849
H 2.640 0.929 2.259
H 2.218 -0.401 3.408
H 1.424 3.399 -1.706
H 2.621 1.868 -1.945
H 1.288 2.363 -3.148
H 0.235 0.685 -3.479
H 0.706 -0.441 -2.274
H -0.875 0.184 -2.318
C -2.376 -2.489 -1.015
P -3.290 -1.332 0.226
O -3.625 -0.142 -0.543
H -1.439 -2.958 -0.602
H -3.031 -3.311 -1.264
H -1.958 -1.908 -1.918
*
```

## Properties
SMILES string: CC(C)C#CN(C)C.CP=O
HOMO-LUMO gap: 7.56 eV
Lowest unoccupied orbital energy: -0.40 eV


Energies relative to the most stable structure are #one 0.520; #two 0.000, reported in eV.


#one
C47H37F3N3SSbTeTi as an isolated structure. Source: OMol25; level of theory: ωB97M-V with the def2-TZVPD basis set.

Geometry as ORCA input:
```
! RIJCOSX wB97M-V def2-TZVPD def2/J DEFGRID3
* xyz 0 3
Ti 1.652 -0.351 -0.258
C -3.631 1.634 4.474
C -2.386 0.932 3.880
C -1.416 0.477 4.945
C -2.817 -0.273 3.047
C -1.622 1.904 2.880
C -1.728 3.327 2.860
C -1.055 4.134 1.977
C -0.213 3.530 1.127
S 0.742 4.216 -0.199
C 1.406 2.657 -0.510
N 1.075 1.694 0.268
C 0.025 2.140 1.110
C -0.682 1.375 2.050
C 2.459 2.260 -1.492
C 3.067 3.236 -2.223
C 4.133 2.966 -3.105
C 4.340 1.629 -3.345
C 3.666 0.593 -2.672
C 2.647 0.891 -1.732
H -4.091 1.022 5.248
H -4.360 1.716 3.689
H -3.486 2.697 4.846
H -0.492 -0.157 4.586
H -2.006 -0.077 5.624
H -1.067 1.251 5.537
H -3.556 -0.946 3.500
H -1.929 -0.903 2.812
H -3.292 0.000 2.069
H -2.420 3.827 3.591
H -1.144 5.234 1.963
H -0.238 0.408 2.197
H 2.820 4.379 -2.121
H 4.635 3.740 -3.620
H 5.188 1.316 -3.825
H 3.917 -0.377 -2.891
N 2.921 -0.494 7.033
C 2.794 -0.490 5.922
C 2.766 -0.437 4.539
C 2.633 -1.629 3.815
C 2.404 -1.458 2.491
N 2.447 -0.303 1.733
C 2.628 0.760 2.531
C 2.767 0.783 3.888
H 2.499 -2.599 4.098
H 2.259 -2.368 1.978
H 2.754 1.746 2.149
H 2.780 1.684 4.365
Te 1.513 -3.205 -1.044
C 3.665 -3.500 -1.022
C 4.237 -3.996 -2.191
C 5.590 -4.311 -2.202
C 6.379 -4.071 -1.051
C 5.821 -3.594 0.104
C 4.410 -3.361 0.146
H 3.540 -4.206 -3.046
H 6.122 -4.603 -3.127
H 7.446 -4.395 -1.065
H 6.280 -3.486 1.095
H 3.964 -3.078 1.067
F -5.627 -3.657 0.970
C -4.647 -2.877 0.451
C -4.935 -1.718 -0.238
C -3.931 -0.935 -0.739
C -2.569 -1.370 -0.569
C -2.338 -2.548 0.059
C -3.352 -3.299 0.675
Sb -0.985 -0.316 -1.507
C -1.255 -1.127 -3.424
C -2.309 -1.963 -3.851
C -2.413 -2.519 -5.115
C -1.326 -2.271 -5.947
F -1.335 -2.746 -7.200
C -0.310 -1.409 -5.606
C -0.269 -0.855 -4.327
C -2.193 1.498 -1.796
C -2.799 2.233 -0.778
C -3.393 3.505 -0.936
C -3.332 4.076 -2.227
F -3.873 5.306 -2.531
C -2.711 3.434 -3.237
C -2.128 2.162 -3.097
H -6.001 -1.522 -0.482
H -4.206 -0.097 -1.341
H -1.313 -2.828 0.151
H -3.085 -4.260 1.097
H -3.064 -2.283 -3.152
H -3.152 -3.217 -5.412
H 0.489 -1.206 -6.377
H 0.559 -0.206 -4.078
H -2.815 1.859 0.255
H -3.880 3.991 -0.011
H -2.551 3.961 -4.229
H -1.712 1.712 -3.945
*
```

## Properties
HOMO-LUMO gap (spin up / spin down): 5.31 / 5.92 eV
Lowest unoccupied orbital energy (spin up / spin down): -1.32 / -1.27 eV


#two
C47H37F3N3SSbTeTi as an isolated structure. Source: OMol25; level of theory: ωB97M-V with the def2-TZVPD basis set.

Geometry as ORCA input:
```
! RIJCOSX wB97M-V def2-TZVPD def2/J DEFGRID3
* xyz 0 3
Ti -0.079 0.908 -1.876
C -1.489 -1.266 -8.782
C -0.889 -0.715 -7.508
C -0.658 0.796 -7.568
C 0.433 -1.474 -7.259
C -1.673 -0.933 -6.262
C -2.790 -1.771 -6.267
C -3.546 -2.053 -5.152
C -3.100 -1.507 -3.927
S -3.889 -1.506 -2.421
C -2.605 -0.565 -1.675
N -1.708 -0.220 -2.619
C -1.969 -0.691 -3.888
C -1.265 -0.377 -5.071
C -2.572 0.120 -0.376
C -3.562 -0.131 0.621
C -3.661 0.657 1.726
C -2.699 1.683 1.961
C -1.654 1.905 1.009
C -1.535 1.051 -0.112
H -0.747 -1.018 -9.564
H -2.543 -0.876 -8.851
H -1.481 -2.343 -8.800
H 0.044 1.163 -8.244
H -0.417 1.312 -6.581
H -1.559 1.301 -7.843
H 0.897 -1.635 -8.264
H 0.197 -2.445 -6.774
H 1.167 -1.065 -6.568
H -3.066 -2.241 -7.248
H -4.447 -2.663 -5.125
H -0.328 0.248 -5.001
H -4.368 -0.896 0.483
H -4.434 0.529 2.453
H -2.740 2.322 2.830
H -0.924 2.755 1.075
N 5.689 -1.942 2.130
C 4.724 -1.482 1.567
C 3.860 -0.993 0.610
C 3.000 -1.824 -0.171
C 1.960 -1.364 -0.900
N 1.489 -0.085 -0.905
C 2.291 0.702 -0.136
C 3.413 0.349 0.495
H 3.347 -2.862 -0.066
H 1.282 -1.915 -1.560
H 2.031 1.724 0.106
H 3.934 1.071 1.087
Te 0.612 2.854 -3.604
C -1.370 3.505 -3.269
C -1.701 4.206 -2.128
C -3.001 4.626 -1.942
C -3.973 4.460 -2.934
C -3.658 3.768 -4.087
C -2.350 3.243 -4.274
H -0.919 4.493 -1.425
H -3.349 5.165 -1.067
H -4.977 4.908 -2.866
H -4.456 3.584 -4.801
H -1.983 2.655 -5.123
F 5.079 -3.167 9.132
C 4.568 -2.562 8.031
C 3.329 -2.009 8.154
C 2.756 -1.342 7.127
C 3.540 -1.194 5.978
C 4.889 -1.634 5.904
C 5.473 -2.354 6.965
Sb 2.856 -0.066 4.388
C 1.322 0.968 5.553
C 1.917 1.887 6.406
C 1.214 2.787 7.147
C -0.164 2.626 7.065
F -0.931 3.399 7.902
C -0.780 1.767 6.262
C -0.057 0.944 5.395
C 1.570 -1.471 3.295
C 0.446 -0.925 2.669
C -0.435 -1.737 1.987
C -0.214 -3.105 1.968
F -1.017 -3.989 1.359
C 0.992 -3.653 2.495
C 1.830 -2.812 3.216
H 2.782 -2.271 9.131
H 1.690 -0.945 7.260
H 5.495 -1.442 4.984
H 6.456 -2.738 7.007
H 2.932 1.806 6.639
H 1.761 3.435 7.834
H -1.819 1.532 6.309
H -0.633 0.290 4.801
H 0.448 0.136 2.648
H -1.300 -1.348 1.515
H 1.107 -4.751 2.476
H 2.664 -3.268 3.728
*
```

## Properties
HOMO-LUMO gap (spin up / spin down): 5.07 / 7.14 eV
Lowest unoccupied orbital energy (spin up / spin down): -1.04 / -1.00 eV


Energies relative to the most stable structure are #one 0.000; #two 0.450, reported in eV.